Computed, not measured: the molecule C2H3NO, with ωB97M-V/def2-TZVPD.

Last columns: bonded neighbours and bond lengths (Å).
Geometry (Å):
1 C -1.213 -0.358 0.105  N2 1.238, H5 1.147, H6 1.148
2 N -0.035 -0.176 0.439  C1 1.238, C3 1.521
3 C 1.317 0.284 -0.082  N2 1.521, O4 1.169, H7 1.156
4 O 2.276 -0.324 -0.360  C3 1.169
5 H -1.673 -0.533 -0.931  C1 1.147
6 H -2.043 -0.331 0.898  C1 1.148
7 H 1.370 1.439 -0.070  C3 1.156

Computed properties:
* 2S+1: 1
* structure (SMILES): C=NC=O
* E: -5658.230 eV
* gap between HOMO and LUMO: 0.3780 hartree